No. 1
Entry from the Open Molecules 2025 dataset: a molecular structure, C38H102MnN8O10 (ωB97M-V/def2-TZVPD).

Computed properties:
**Electronic energy**: -104771.069 eV
**HOMO energy (spin up / spin down)**: -6.65 / -7.39 eV
**Energy relative to the best compared isomer or geometry (same formula, charge and spin)**: 40.68 kcal per mole
**Multiplicity**: 6
**Orbital gap (spin up / spin down)**: 7.209 / 7.944 eV

Last column: Mulliken spin population.
Geometry (Å):
Mn1 -0.71139 -0.39946 0.07654  4.613
C1 -4.75155 0.77867 -1.22587  0.003
C2 -4.02864 -0.61079 -1.11869  0.009
C3 -4.57276 -1.56177 -2.14554  0.003
O1 -2.61129 -0.54289 -1.02006  0.029
H1 -4.35855 1.42107 -2.01389  0.000
H2 -4.52739 1.46800 -0.41181  0.001
H3 -5.83469 0.76817 -1.34754  0.001
H4 -4.50749 -1.00096 -0.22060  0.000
H5 -5.61954 -1.81952 -1.98455  0.001
H6 -4.06688 -2.52471 -2.21570  0.000
H7 -4.48292 -1.11971 -3.13782  -0.001
C4 2.77634 -1.63671 2.14137  -0.003
C5 2.42744 -0.35543 1.48333  -0.013
C6 3.18280 -0.11054 0.14500  0.006
O2 1.01884 -0.23969 1.45441  0.038
H8 3.83830 -1.82469 1.98324  0.000
H9 2.15058 -2.43751 1.74736  -0.001
H10 2.62126 -1.63542 3.22028  0.003
H11 2.84860 0.40791 2.13758  0.005
H12 2.87044 0.84189 -0.28326  0.001
H13 2.95260 -0.88855 -0.58288  0.002
H14 4.24931 0.04432 0.30837  -0.002
C7 -5.21130 -0.06428 3.75790  0.000
C8 -3.96111 0.37090 4.51063  0.001
C9 -4.12950 0.48440 6.02063  0.000
O3 -5.00053 1.53604 6.26053  0.000
C10 -5.69943 1.38310 7.53196  0.000
N1 -2.90578 -0.59749 4.38886  -0.002
H15 -5.83259 0.83018 3.80306  0.000
H16 -5.74490 -0.90397 4.20319  0.000
H17 -5.08434 -0.24542 2.69058  0.000
H18 -3.73476 1.34560 4.07839  0.000
H19 -3.22432 0.68720 6.59301  0.000
H20 -4.38232 -0.51888 6.36360  0.000
H21 -5.06578 1.24958 8.40875  0.000
H22 -6.23405 0.43474 7.47824  0.000
H23 -6.44173 2.16336 7.70015  0.000
H24 -2.91794 -1.43161 4.95824  0.000
H25 -2.00283 -0.19298 4.59172  -0.001
C11 0.19225 1.10113 6.17763  0.001
C12 0.71064 0.16744 5.09975  -0.002
C13 0.52653 -1.31164 5.48690  0.000
O4 1.10240 -1.74176 6.71028  0.000
C14 2.53000 -1.79994 6.74157  0.000
N2 -0.12015 0.50048 3.98147  -0.019
H26 0.85426 0.86139 7.00971  0.000
H27 -0.80679 0.75399 6.44127  0.000
H28 -0.00767 2.14790 5.94868  0.000
H29 1.74552 0.43567 4.88721  0.000
H30 0.90422 -2.00543 4.73583  0.000
H31 -0.52669 -1.58159 5.40970  0.000
H32 2.96814 -0.80735 6.63713  0.000
H33 2.98921 -2.47155 6.01620  0.000
H34 2.66166 -2.21379 7.74132  0.000
H35 0.03822 1.49118 3.86512  -0.001
H36 0.23628 0.12454 3.11444  0.045
C15 -1.19251 1.29392 -6.11046  0.000
C16 -2.05570 1.26068 -4.92838  0.000
C17 -3.45042 0.74199 -5.24497  0.000
O5 -3.38838 -0.48556 -6.02628  0.000
C18 -4.64829 -1.05490 -6.36632  0.000
N3 -1.43877 0.43088 -3.84978  0.002
H37 -1.62367 2.05336 -6.76274  0.000
H38 -1.08846 0.39295 -6.71504  0.000
H39 -0.16693 1.63725 -5.97477  0.000
H40 -2.04151 2.27605 -4.53225  0.000
H41 -3.87788 1.48004 -5.92369  0.000
H42 -4.02449 0.70395 -4.31918  0.000
H43 -5.38709 -0.47498 -6.91947  0.000
H44 -5.17374 -1.31860 -5.44846  0.000
H45 -4.48457 -1.95500 -6.95887  0.000
H46 -2.09320 0.17390 -3.12467  0.006
H47 -1.26647 -0.38549 -4.41894  0.000
C19 2.61671 3.51785 4.27197  0.000
C20 2.04925 3.87987 2.86104  0.000
C21 3.10031 4.09970 1.74938  0.000
O6 2.35126 4.35027 0.50475  0.000
C22 3.20904 4.45332 -0.61901  0.000
N4 1.16607 2.72896 2.62488  0.001
H48 1.79939 3.38039 4.97992  0.000
H49 3.17970 4.37264 4.64677  0.000
H50 3.19363 2.59307 4.27831  0.000
H51 1.42920 4.75815 3.04067  0.000
H52 3.64125 3.15550 1.68637  0.000
H53 3.73148 4.91734 2.09751  0.000
H54 2.73425 4.60979 -1.58761  0.000
H55 3.69627 3.50021 -0.82466  0.000
H56 4.06243 5.11201 -0.45791  0.000
H57 0.86416 2.83014 1.66639  0.003
H58 1.67622 1.85979 2.55873  0.002
C23 0.46801 2.99614 -2.34873  0.005
C24 0.25466 2.10124 -1.09972  0.041
C25 -1.05386 2.50981 -0.44451  0.020
O7 -1.32720 1.53335 0.54865  0.031
C26 -2.34418 1.93724 1.49158  0.014
N5 0.31631 0.71299 -1.57731  -0.087
H59 1.50499 2.90515 -2.67198  -0.003
H60 0.47928 4.01982 -1.97451  0.003
H61 -0.30638 2.93036 -3.11299  -0.002
H62 1.08949 2.27038 -0.41960  -0.019
H63 -1.82575 2.56834 -1.21188  -0.007
H64 -0.94674 3.42754 0.13377  0.001
H65 -3.04833 1.11190 1.59685  -0.004
H66 -2.86737 2.78743 1.05392  -0.002
H67 -1.88801 2.31698 2.40580  0.011
H68 1.24508 0.52755 -1.92817  0.059
H69 -0.19131 0.73869 -2.45010  0.066
C27 -2.42948 -3.86170 2.48694  -0.002
C28 -1.47204 -2.87439 1.72425  0.003
C29 -1.17576 -3.28051 0.25983  0.065
O8 -0.34052 -2.30885 -0.37444  0.017
C30 -0.11187 -2.62619 -1.78781  0.058
N6 -1.94117 -1.50125 1.72661  0.028
H70 -1.93700 -4.81906 2.65726  0.000
H71 -3.39344 -3.92510 1.98210  0.000
H72 -2.61187 -3.58039 3.52410  0.000
H73 -0.56161 -2.85950 2.32341  -0.010
H74 -2.19447 -3.32199 -0.12568  -0.006
H75 -0.79925 -4.30301 0.23073  0.002
H76 0.51891 -3.51512 -1.78762  0.006
H77 0.53084 -1.96497 -2.36903  -0.030
H78 -1.01171 -2.75534 -2.38923  0.009
H79 -2.13110 -1.21889 2.67756  -0.005
H80 -2.87758 -1.54837 1.35111  0.014
C31 4.97438 -0.08290 -3.21974  0.000
C32 3.79856 0.89189 -3.36457  0.000
C33 3.86685 1.58636 -4.75742  0.000
O9 2.73836 2.37723 -5.04703  0.000
C34 2.89809 3.44972 -5.99009  0.000
N7 2.56490 0.07924 -3.23142  -0.001
H81 5.88110 0.50519 -3.07793  0.000
H82 4.98723 -0.82645 -4.01666  0.000
H83 4.94497 -0.61130 -2.26684  0.000
H84 3.76468 1.69353 -2.62678  -0.001
H85 3.81995 0.78432 -5.49406  0.000
H86 4.82412 2.09799 -4.85729  0.000
H87 3.72997 4.10519 -5.73232  0.000
H88 1.94047 3.95695 -5.87268  0.000
H89 2.98198 3.05655 -7.00324  0.000
H90 2.81195 -0.79402 -3.67468  0.000
H91 1.81880 0.44356 -3.80650  -0.002
C35 3.25358 -4.96776 -4.64267  0.000
C36 2.76455 -3.76314 -3.91529  -0.001
C37 3.49328 -3.51836 -2.58475  0.000
O10 3.17584 -4.54401 -1.69196  0.000
C38 3.61241 -4.35407 -0.40038  0.000
N8 2.83668 -2.59808 -4.77982  0.000
H92 4.32482 -5.07403 -4.81375  0.000
H93 2.79482 -5.09549 -5.62314  0.000
H94 2.84135 -5.82132 -4.10453  0.000
H95 1.70276 -3.81345 -3.67413  0.000
H96 3.05647 -2.56346 -2.29242  -0.001
H97 4.57781 -3.45147 -2.67086  0.000
H98 4.70225 -4.36831 -0.38805  0.000
H99 3.32276 -5.22246 0.19132  0.000
H100 3.16668 -3.42974 -0.03291  0.000
H101 2.28247 -2.81694 -5.59533  0.000
H102 3.73853 -2.53275 -5.22981  0.000

Cartesian forces (eV/Å) of the 3 atoms listed first:
0.006 0.898 0.734
0.955 0.595 -0.317
0.677 0.873 1.155

No. 2
Entry from the Open Molecules 2025 dataset: a molecular structure, C38H103BF6HgN10O13S2 (ωB97M-V/def2-TZVPD).

Computed properties:
**Electronic energy**: -125409.037 eV
**HOMO energy**: -8.40 eV
**Energy relative to the best compared isomer or geometry (same formula, charge and spin)**: 0.00 kcal per mole
**Orbital gap**: 8.541 eV

Last column: Löwdin charge in e.
Geometry (Å):
Hg1 2.31463 -1.49887 2.16448  1.170
C1 1.61505 1.65767 -1.22829  -0.543
F1 1.41986 2.95616 -1.50086  0.144
F2 0.97591 0.82214 -2.14374  0.058
F3 2.91326 1.32688 -1.32584  0.118
S1 1.07002 1.24586 0.61292  0.732
O1 2.21019 1.76070 1.39395  -0.328
O2 -0.19268 1.96439 0.92673  -0.295
N1 1.05206 -0.47372 0.68411  -0.367
S2 -0.28254 -0.95068 -0.00694  0.606
O3 -1.10390 -1.65054 0.97604  -0.306
O4 -0.98380 -0.02054 -0.89670  -0.286
C2 0.41232 -2.26713 -1.21433  -0.630
F4 1.42752 -1.70074 -1.89158  0.122
F5 0.74977 -3.38269 -0.55263  0.136
F6 -0.54723 -2.58453 -2.05491  0.139
B1 3.51486 -3.74260 1.81294  -0.419
H1 2.98350 -3.15921 1.07704  -0.085
H2 4.52819 -3.87060 1.46505  -0.038
H3 3.45154 -3.10070 2.67792  -0.101
H4 3.10591 -4.72005 2.01686  -0.041
C3 5.70706 0.48463 4.19033  -0.045
C4 4.64108 0.04269 3.22138  -0.451
C5 5.28835 -0.51336 1.98106  -0.174
O5 4.24588 -0.87710 1.11378  -0.320
C6 4.77336 -1.14677 -0.16064  -0.075
N2 3.88186 -0.95584 3.91497  0.023
H5 6.47965 -0.26514 4.36078  0.095
H6 5.26300 0.88362 5.10232  0.093
H7 6.26933 1.26277 3.67414  0.067
H8 3.96279 0.86893 3.00839  0.124
H9 5.82246 -1.44031 2.18980  0.149
H10 5.85689 0.28512 1.50432  0.138
H11 3.93138 -1.61074 -0.67435  0.090
H12 5.59619 -1.85871 -0.09589  0.107
H13 5.02559 -0.24626 -0.72060  0.091
H14 4.57610 -1.63260 4.19802  0.106
H15 3.60414 -0.52443 4.78495  0.094
C7 -1.87628 -5.49047 -1.87943  -0.075
C8 -2.98546 -5.77954 -0.87223  -0.419
C9 -2.95523 -4.69516 0.23233  -0.205
O6 -3.89623 -5.09324 1.24607  -0.180
C10 -3.62923 -4.25046 2.41169  -0.084
N3 -4.23087 -5.89309 -1.66203  0.047
H16 -0.94626 -5.50758 -1.31122  0.067
H17 -2.00413 -4.49390 -2.30206  0.066
H18 -1.75277 -6.28301 -2.61748  0.081
H19 -2.77920 -6.73416 -0.38822  0.136
H20 -3.28040 -3.73421 -0.16636  0.109
H21 -1.95804 -4.52771 0.63935  0.105
H22 -2.64269 -4.35296 2.86371  0.065
H23 -4.30607 -4.67463 3.15335  0.087
H24 -3.85651 -3.21979 2.13936  0.065
H25 -4.33953 -4.99471 -2.11057  0.064
H26 -4.99550 -6.01176 -1.01291  0.065
C11 1.16431 -3.36346 5.11595  -0.028
C12 0.21873 -2.87209 4.01979  -0.436
C13 -0.10203 -1.35364 4.17193  -0.140
O7 1.02562 -0.59929 3.70206  -0.310
C14 0.90425 0.76881 4.00495  -0.094
N4 0.66677 -3.13605 2.73721  0.020
H27 2.07210 -2.77632 5.25480  0.066
H28 1.57826 -4.29404 4.72765  0.085
H29 0.75795 -3.51959 6.11525  0.085
H30 -0.68536 -3.46590 4.15437  0.133
H31 -0.49231 -1.16453 5.17194  0.137
H32 -0.93904 -1.18231 3.49505  0.100
H33 0.21201 1.28864 3.34262  0.061
H34 1.85461 1.30161 4.03744  0.090
H35 0.49758 0.90185 5.00746  0.102
H36 -0.11939 -3.00768 2.11627  0.055
H37 0.86141 -4.12597 2.68962  0.106
C15 1.38346 2.90195 -4.94151  -0.056
C16 2.26506 3.74043 -5.85180  -0.449
C17 2.88407 4.97297 -5.11266  -0.208
O8 1.94860 5.78417 -4.46809  -0.180
C18 2.39707 6.26053 -3.18051  -0.085
N5 3.20594 2.88027 -6.51321  0.037
H38 0.62670 3.58849 -4.56192  0.078
H39 1.97089 2.56109 -4.08897  0.062
H40 0.96776 1.98790 -5.36553  0.071
H41 1.58101 4.17715 -6.57944  0.128
H42 3.57915 5.55715 -5.71574  0.125
H43 3.45862 4.50371 -4.31405  0.109
H44 3.40811 6.64164 -3.32421  0.084
H45 2.47047 5.54565 -2.36096  0.069
H46 1.77492 7.02089 -2.70840  0.085
H47 2.77383 2.06431 -6.92258  0.074
H48 3.56654 3.43015 -7.27983  0.071
C19 -7.60723 -0.00815 1.27220  -0.081
C20 -6.83518 -1.27501 0.97756  -0.356
C21 -5.41541 -0.98548 0.37769  -0.187
O9 -5.40996 -0.65371 -0.97930  -0.180
C22 -4.14983 -0.44712 -1.51925  -0.114
N6 -6.97667 -2.24709 2.14351  0.051
H49 -7.16509 0.55546 2.09376  0.050
H50 -8.57558 -0.40163 1.58134  0.071
H51 -7.73426 0.68727 0.44253  0.080
H52 -7.39397 -1.64209 0.11668  0.126
H53 -4.87838 -1.93346 0.40997  0.106
H54 -4.90621 -0.18318 0.91167  0.104
H55 -4.26439 -0.02938 -2.51948  0.088
H56 -3.66541 -1.40812 -1.69223  0.084
H57 -3.64932 0.25719 -0.85476  0.069
H58 -6.43569 -2.04240 2.97148  -0.018
H59 -7.92496 -2.38087 2.46437  0.054
C23 -1.97500 3.07228 -2.08145  -0.090
C24 -3.42052 3.01502 -2.38967  -0.405
C25 -4.37336 3.49824 -1.25851  -0.131
O10 -4.36790 2.53265 -0.15000  -0.227
C26 -5.14886 3.05338 0.94604  -0.090
N7 -3.58694 3.80827 -3.63839  0.028
H60 -1.57412 4.08391 -2.01805  0.085
H61 -1.39618 2.45698 -2.77027  0.077
H62 -1.71009 2.68692 -1.09686  0.058
H63 -3.59035 1.97724 -2.67652  0.112
H64 -5.42857 3.65663 -1.48106  0.119
H65 -3.96700 4.43413 -0.87502  0.117
H66 -6.10983 3.34315 0.52098  0.083
H67 -4.66223 3.98023 1.24974  0.083
H68 -5.17691 2.36058 1.78708  0.070
H69 -3.05250 3.45421 -4.41885  0.065
H70 -3.30883 4.76000 -3.44610  0.061
C27 2.16574 -4.63084 -8.15999  -0.059
C28 1.29940 -3.42233 -7.87921  -0.484
C29 1.24156 -3.00578 -6.42718  -0.200
O11 0.35441 -1.88420 -6.23819  -0.173
C30 0.47261 -1.32089 -4.96385  -0.120
N8 1.72722 -2.28523 -8.64099  0.041
H71 1.91385 -5.50096 -7.55374  0.080
H72 3.21642 -4.37158 -8.02979  0.083
H73 2.00392 -4.91034 -9.20104  0.076
H74 0.27295 -3.65575 -8.16207  0.135
H75 2.27020 -2.80173 -6.12993  0.124
H76 0.94498 -3.83473 -5.78455  0.125
H77 -0.00419 -2.00399 -4.26091  0.069
H78 0.06407 -0.31836 -4.83687  0.083
H79 1.51841 -1.28631 -4.65857  0.082
H80 2.00999 -2.59023 -9.56138  0.068
H81 0.93545 -1.67253 -8.77440  0.075
C31 7.63369 5.62320 2.42339  -0.073
C32 6.26696 5.08592 2.77585  -0.420
C33 5.80266 3.91864 1.85161  -0.224
O12 5.80678 4.45171 0.57913  -0.189
C34 5.21853 3.59300 -0.42578  -0.064
N9 6.19047 4.68879 4.17750  0.027
H82 7.65134 6.04473 1.41835  0.076
H83 8.45504 4.90662 2.42511  0.080
H84 7.87191 6.40102 3.14889  0.077
H85 5.57485 5.91967 2.65772  0.140
H86 4.78652 3.59019 2.07000  0.116
H87 6.43091 3.02929 1.90116  0.112
H88 5.11660 4.07483 -1.39818  0.085
H89 4.24494 3.20475 -0.12664  0.063
H90 5.87988 2.75382 -0.64139  0.082
H91 6.20102 5.45942 4.83027  0.067
H92 7.07226 4.24238 4.38551  0.062
C35 -5.50550 0.23955 5.97285  -0.056
C36 -5.39894 -0.27933 4.49834  -0.376
C37 -4.00541 -0.16305 3.81756  -0.168
O13 -3.74168 1.24525 3.65234  -0.185
C38 -2.67683 1.52091 2.74746  -0.096
N10 -5.67917 -1.69661 4.58057  0.001
H93 -6.49028 0.27183 6.43896  0.072
H94 -5.13759 1.26553 5.98260  0.067
H95 -4.88906 -0.25055 6.72645  0.072
H96 -6.10749 0.26955 3.87803  0.121
H97 -4.01008 -0.74147 2.89370  0.101
H98 -3.20266 -0.65772 4.36435  0.112
H99 -2.72912 0.96990 1.80844  0.078
H100 -1.77295 1.15703 3.23601  0.059
H101 -2.70258 2.57222 2.46078  0.096
H102 -5.01797 -2.17756 5.17353  0.090
H103 -6.57058 -1.72339 5.05469  0.089

Cartesian forces (eV/Å) of the 3 atoms listed first:
0.697 -1.781 -0.186
-0.665 -1.707 -0.787
0.140 -1.544 0.293